ORCA calculation (ωB97M-V/def2-TZVPD) on one molecule with the formula C5H11N.

Properties
**Energy**: -6852.3404 eV
**HOMO energy**: -0.333 Eh
**Kohn-Sham gap**: 10.34 eV
**SMILES**: CCN1C[C@H]1C

```
! RIJCOSX wB97M-V def2-TZVPD def2/J DEFGRID3
* xyz 0 1
C 1.725 0.214 1.322
C 1.291 0.794 -0.028
N 0.333 -0.069 -0.711
C -0.731 0.620 -1.422
C -1.006 -0.093 -0.150
C -1.708 -1.427 -0.116
H 1.841 1.006 2.066
H 0.974 -0.486 1.701
H 2.672 -0.325 1.255
H 0.868 1.803 0.123
H 2.156 0.913 -0.690
H -0.732 1.711 -1.395
H -1.039 0.188 -2.372
H -1.173 0.547 0.721
H -2.789 -1.300 0.006
H -1.339 -2.044 0.711
H -1.525 -1.971 -1.048
*
```


ORCA calculation (ωB97M-V/def2-TZVPD) on C21H26MoNO2PS3 as an isolated structure in a non-equilibrium geometry.

Properties
**Energy**: -71426.7679 eV
**HOMO energy (alpha / beta)**: -0.330 / -0.411 Eh
**Kohn-Sham gap (alpha / beta)**: 5.09 / 3.91 eV

```
! RIJCOSX wB97M-V def2-TZVPD def2/J DEFGRID3
* xyz 1 4
Mo -1.048 0.402 -1.339
C -4.998 -3.645 -2.294
C -4.673 -2.873 -1.034
O -3.466 -3.323 -0.428
P -1.933 -2.907 -0.747
S -0.274 -0.505 -2.988
S -1.974 -0.916 0.285
O -1.246 -3.675 0.514
C -0.608 -4.946 0.264
C 0.541 -4.773 -0.678
H -6.050 -3.528 -2.517
H -4.729 -4.681 -2.177
H -4.422 -3.256 -3.156
H -5.437 -3.116 -0.271
H -4.644 -1.777 -1.193
H -1.338 -5.715 -0.147
H -0.291 -5.303 1.286
H 0.320 -4.015 -1.479
H 0.872 -5.681 -1.166
H 1.438 -4.382 -0.149
C 4.090 1.153 3.852
C 3.985 0.656 2.352
C 5.450 0.639 1.792
C 3.388 -0.757 2.468
C 3.124 1.618 1.543
C 3.388 2.985 1.703
C 2.636 3.918 1.020
C 1.574 3.516 0.201
S 0.417 4.524 -0.544
C -0.577 3.165 -0.936
N 0.028 1.980 -0.602
C 1.259 2.155 0.111
C 2.120 1.174 0.714
C -1.889 3.109 -1.595
C -2.622 4.201 -2.053
C -3.903 4.030 -2.621
C -4.457 2.772 -2.741
C -3.711 1.654 -2.387
C -2.455 1.840 -1.853
H 4.684 0.461 4.445
H 3.051 1.193 4.284
H 4.580 2.174 3.991
H 6.072 -0.124 2.303
H 5.978 1.642 1.965
H 5.433 0.424 0.705
H 3.994 -1.368 3.135
H 3.339 -1.268 1.507
H 2.357 -0.748 2.888
H 4.200 3.277 2.345
H 2.823 4.993 1.176
H 1.927 0.108 0.622
H -2.212 5.248 -2.019
H -4.509 4.929 -2.817
H -5.485 2.680 -3.062
H -4.118 0.656 -2.479
*
```


ORCA calculation (ωB97M-V/def2-TZVPD) on a 2-piece molecular cluster, C3H12N2 overall in a non-equilibrium geometry.

Properties
**Energy**: -6284.7710 eV
**HOMO energy**: -0.323 Eh
**Kohn-Sham gap**: 9.83 eV
**SMILES**: CCN.CN

```
! RIJCOSX wB97M-V def2-TZVPD def2/J DEFGRID3
* xyz 0 1
C 2.166 -0.510 -1.251
N 3.069 0.613 -0.937
H 1.483 -0.367 -2.079
H 1.649 -0.747 -0.320
H 2.761 -1.411 -1.421
H 2.870 1.402 -1.502
H 4.032 0.323 -1.000
C -1.485 -0.054 -0.187
C -2.063 0.613 1.030
N -2.037 -0.250 2.235
H -0.401 0.104 -0.190
H -1.597 -1.138 -0.225
H -1.833 0.279 -1.167
H -1.813 1.646 1.228
H -3.159 0.769 0.926
H -1.168 -0.129 2.736
H -2.474 -1.142 2.124
*
```


ORCA calculation (ωB97M-V/def2-TZVPD) on an isolated ion of composition C5H11N4 and charge +1 in a non-equilibrium geometry.

Properties
**Energy**: -11317.0408 eV
**HOMO energy**: -0.450 Eh
**Kohn-Sham gap**: 9.38 eV
**SMILES**: CC(=[NH2+])/N=C(N)/C=C\N

```
! RIJCOSX wB97M-V def2-TZVPD def2/J DEFGRID3
* xyz 1 1
C -2.098 0.768 0.249
C -2.879 -0.295 -0.213
C -0.684 0.823 0.433
C 1.406 -0.450 0.075
C 2.110 -0.286 -1.219
N -2.551 -1.540 -0.364
N 0.158 -0.142 0.242
N -0.215 1.959 1.067
N 2.049 -1.141 1.044
H -2.471 1.719 0.176
H -3.949 -0.063 -0.405
H 2.763 -1.014 -1.615
H 2.575 0.589 -1.163
H 1.352 -0.115 -2.002
H -3.330 -2.160 -0.422
H -1.799 -2.147 -0.224
H -0.853 2.784 1.209
H 0.687 2.237 0.756
H 1.826 -1.297 2.027
H 2.944 -1.483 0.787
*
```


ORCA calculation (ωB97M-V/def2-TZVPD) on C27H27BrMnNO9P3 as an isolated structure in a non-equilibrium geometry.

Properties
**Energy**: -177588.4135 eV
**HOMO energy (alpha / beta)**: -0.421 / -0.421 Eh
**Kohn-Sham gap (alpha / beta)**: 6.62 / 8.53 eV

```
! RIJCOSX wB97M-V def2-TZVPD def2/J DEFGRID3
* xyz 1 5
Mn 1.298 1.142 0.481
N 3.840 1.043 -2.309
C 3.157 2.369 -2.129
C 3.781 3.443 -3.003
P 3.030 2.784 -0.348
O 4.199 3.831 -0.154
O 1.673 3.270 0.084
O 3.266 1.485 0.430
P 1.425 1.933 -2.715
O 0.677 3.327 -2.909
O 1.652 1.201 -3.979
O 0.799 1.222 -1.539
H 4.856 1.082 -2.255
H 3.524 0.690 -3.230
H 3.489 0.342 -1.611
H 4.832 3.610 -2.765
H 3.250 4.380 -2.846
H 3.684 3.163 -4.054
H 4.266 4.192 0.745
H 0.611 3.569 -3.845
Br 4.605 -2.997 -1.438
C 3.594 -3.489 0.086
C 3.832 -4.781 0.530
C 3.220 -5.252 1.678
C 2.374 -4.432 2.404
C 2.123 -3.151 1.962
C 2.705 -2.651 0.793
C 2.279 -1.280 0.394
O 2.506 -0.784 -0.713
O 1.592 -0.612 1.269
H 4.507 -5.417 -0.025
H 3.416 -6.264 2.006
H 1.914 -4.799 3.312
H 1.456 -2.495 2.506
O -0.537 1.090 0.975
P -1.899 0.425 0.720
C -2.478 -0.173 2.313
C -1.541 -0.362 3.326
C -1.964 -0.798 4.572
C -3.311 -1.042 4.800
C -4.241 -0.862 3.785
C -3.829 -0.425 2.537
C -3.065 1.639 0.105
C -4.089 1.276 -0.766
C -5.015 2.228 -1.162
C -4.918 3.529 -0.687
C -3.898 3.887 0.185
C -2.969 2.943 0.587
C -1.765 -0.952 -0.426
C -1.699 -2.257 0.057
C -1.500 -3.302 -0.831
C -1.345 -3.041 -2.185
C -1.417 -1.740 -2.665
C -1.650 -0.693 -1.791
H -0.497 -0.160 3.124
H -1.245 -0.940 5.369
H -3.639 -1.373 5.776
H -5.289 -1.054 3.973
H -4.553 -0.269 1.746
H -4.159 0.260 -1.136
H -5.813 1.957 -1.840
H -5.646 4.267 -0.996
H -3.833 4.902 0.553
H -2.164 3.206 1.262
H -1.803 -2.447 1.119
H -1.470 -4.319 -0.463
H -1.177 -3.858 -2.875
H -1.281 -1.535 -3.718
H -1.734 0.320 -2.156
*
```


ORCA calculation (ωB97M-V/def2-TZVPD) on an isolated ion of composition C3H7N2OS and charge +1 in a non-equilibrium geometry.

Properties
**Energy**: -19079.0255 eV
**HOMO energy (alpha / beta)**: -0.442 / -0.442 Eh
**Kohn-Sham gap (alpha / beta)**: 7.32 / 7.32 eV

```
! RIJCOSX wB97M-V def2-TZVPD def2/J DEFGRID3
* xyz 1 1
C -0.345 0.074 0.067
C -1.414 -0.767 0.374
C 2.111 -0.663 -0.720
N 1.042 0.037 -0.327
N -2.577 -0.283 0.813
O -0.596 1.431 0.261
S 3.669 -0.030 -0.927
H -1.332 -1.835 0.236
H 2.016 -1.721 -0.915
H 1.280 1.030 -0.207
H -3.301 -0.924 1.085
H -1.318 1.742 -0.301
H -2.643 0.673 1.124
H 3.409 1.236 -0.562
*
```


ORCA calculation (ωB97M-V/def2-TZVPD) on C2H34CdO22 as an isolated structure in a non-equilibrium geometry.

Properties
**Energy**: -52236.5339 eV
**HOMO energy**: -0.335 Eh
**Kohn-Sham gap**: 7.47 eV

```
! RIJCOSX wB97M-V def2-TZVPD def2/J DEFGRID3
* xyz 0 1
Cd 2.869 13.775 26.822
C 3.361 11.131 26.761
O 4.158 11.870 27.368
O 3.454 9.812 26.760
O 2.398 11.733 26.230
H 4.124 9.455 27.328
C 1.112 14.200 28.641
O 1.382 15.053 27.817
O 0.244 14.486 29.618
O 1.768 13.110 28.615
H -0.085 15.325 29.522
O 2.989 6.694 26.399
H 3.799 7.005 26.002
H 3.383 6.483 27.267
O 4.373 6.406 28.541
H 4.844 6.119 29.308
H 4.684 7.314 28.562
O 4.605 14.527 28.128
H 5.053 15.380 27.986
H 5.395 14.069 28.379
O 4.485 13.525 25.125
H 4.204 13.947 24.336
H 5.452 13.625 25.165
O 1.555 11.662 23.868
H 1.950 11.586 24.720
H 1.076 12.435 24.037
O 1.715 8.597 28.553
H 1.781 8.674 27.619
H 1.776 9.551 28.771
O 2.919 8.677 24.174
H 2.899 9.459 24.801
H 2.936 8.992 23.299
O 0.650 8.364 25.909
H 1.498 8.094 25.625
H 0.386 8.957 25.163
O 4.724 11.346 30.803
H 5.051 11.522 29.923
H 3.780 11.208 30.709
O 0.134 10.846 27.557
H 1.053 11.060 27.399
H -0.331 11.448 26.982
O 5.315 7.336 25.217
H 5.950 7.839 25.700
H 4.716 7.982 24.767
O 0.879 14.085 25.242
H 0.914 15.019 25.003
H -0.080 13.799 25.434
O 6.686 11.434 26.791
H 6.807 12.197 26.220
H 5.764 11.439 26.976
O 5.021 10.601 24.035
H 4.525 11.383 24.169
H 5.929 10.856 24.221
O 5.557 8.771 28.204
H 5.803 9.258 28.993
H 6.308 8.813 27.589
O 6.922 13.080 28.821
H 6.796 12.513 28.002
H 7.759 13.492 28.574
*
```


ORCA calculation (ωB97M-V/def2-TZVPD) on a 3-piece molecular cluster, C35H71F2N10O7P2S overall in a non-equilibrium geometry.

Properties
**Energy**: -101509.7982 eV
**HOMO energy**: -0.333 Eh
**Kohn-Sham gap**: 5.30 eV

```
! RIJCOSX wB97M-V def2-TZVPD def2/J DEFGRID3
* xyz 1 1
C 2.354 2.000 4.373
O 2.892 0.671 4.250
C 1.850 -0.302 4.163
C 1.217 -0.264 2.705
C 0.041 -1.343 2.554
C 0.105 -2.172 1.203
C -0.971 -1.791 0.128
N -0.955 -2.549 -1.155
C 0.262 -3.386 -1.331
C -2.086 -3.479 -1.288
C -3.355 -3.150 -2.175
O -2.097 -4.573 -0.767
N -2.394 -1.974 0.602
F -2.571 -2.730 1.737
C -3.081 -0.691 0.759
N -4.353 -0.492 0.908
C -5.349 -1.603 0.910
C -5.983 -1.667 2.377
O -7.128 -0.782 2.428
C -6.789 0.456 3.003
O -6.988 0.623 4.167
N -2.023 0.248 0.772
C -2.352 1.675 0.862
O -3.074 2.189 -0.264
C -2.712 3.548 -0.441
C -2.201 4.054 -1.716
C -1.881 5.486 -1.862
C -2.031 6.458 -0.780
C -2.511 5.941 0.510
C -2.832 4.534 0.649
C -1.129 -0.219 -0.308
S -1.764 -0.112 -2.077
C 0.186 0.679 -0.395
C 1.440 -0.035 -1.006
F -0.116 1.751 -1.294
H 2.448 2.482 3.351
H 1.254 2.010 4.616
H 2.925 2.645 5.084
H 1.033 -0.128 4.925
H 2.323 -1.316 4.312
H 1.997 -0.396 1.903
H 0.714 0.746 2.627
H 0.241 -2.088 3.383
H -0.955 -0.896 2.785
H -0.099 -3.247 1.484
H 1.158 -2.143 0.842
H 1.220 -2.796 -1.300
H 0.230 -3.841 -2.362
H 0.381 -4.197 -0.559
H -3.733 -2.114 -1.945
H -4.178 -3.851 -1.867
H -3.157 -3.276 -3.268
H -4.657 0.476 1.027
H -4.817 -2.556 0.669
H -6.127 -1.360 0.140
H -6.329 -2.705 2.602
H -5.200 -1.302 3.089
H -6.363 1.307 2.404
H -1.445 2.294 1.116
H -3.034 1.788 1.763
H -2.041 3.393 -2.602
H -1.521 5.848 -2.859
H -1.777 7.531 -0.906
H -2.637 6.645 1.371
H -3.190 4.158 1.639
H -3.133 0.015 -1.930
H 0.431 1.200 0.573
H 1.102 -0.654 -1.873
H 2.081 0.785 -1.443
H 2.083 -0.568 -0.268
O 7.874 0.873 6.163
P 7.682 -0.421 5.377
N 6.285 -0.895 6.244
C 6.056 -2.103 7.006
C 5.113 -0.030 6.183
N 9.093 -1.179 6.004
C 9.139 -2.426 6.742
C 10.181 -0.314 6.450
N 7.503 -1.824 4.311
C 8.578 -1.883 3.287
C 6.237 -1.873 3.552
H 6.296 -3.008 6.439
H 5.007 -2.215 7.291
H 6.628 -2.098 7.937
H 4.443 -0.334 5.376
H 5.389 1.011 5.999
H 4.549 -0.039 7.120
H 8.873 -2.287 7.795
H 10.146 -2.855 6.708
H 8.498 -3.192 6.306
H 9.996 0.081 7.455
H 10.315 0.524 5.765
H 11.132 -0.854 6.461
H 8.559 -1.001 2.637
H 8.471 -2.777 2.668
H 9.568 -1.947 3.736
H 6.040 -0.931 3.031
H 5.389 -2.098 4.200
H 6.256 -2.679 2.814
O -3.859 0.349 -5.071
P -3.946 1.106 -6.400
N -4.743 -0.164 -7.223
C -4.329 -0.873 -8.416
C -6.051 -0.582 -6.739
N -2.250 1.071 -6.693
C -1.587 0.486 -7.842
C -1.378 0.979 -5.531
N -4.087 2.135 -7.832
C -3.481 3.474 -7.617
C -5.472 2.400 -8.279
H -4.061 -0.197 -9.234
H -5.127 -1.503 -8.816
H -3.488 -1.539 -8.208
H -6.855 -0.044 -7.258
H -6.167 -0.384 -5.671
H -6.214 -1.654 -6.874
H -1.487 -0.600 -7.746
H -0.582 0.903 -7.959
H -2.093 0.720 -8.778
H -1.302 -0.053 -5.169
H -1.749 1.608 -4.720
H -0.371 1.340 -5.759
H -3.980 4.012 -6.805
H -3.542 4.075 -8.527
H -2.421 3.409 -7.373
H -6.101 2.752 -7.456
H -5.931 1.514 -8.715
H -5.489 3.151 -9.071
*
```


ORCA calculation (ωB97M-V/def2-TZVPD) on one molecule with the formula C5H8O in a non-equilibrium geometry.

Properties
**Energy**: -7358.5696 eV
**HOMO energy**: -0.283 Eh
**Kohn-Sham gap**: 8.45 eV
**SMILES**: C/C=C/C=C/O

```
! RIJCOSX wB97M-V def2-TZVPD def2/J DEFGRID3
* xyz 0 1
C 0.923 2.519 0.321
C 0.259 1.142 0.664
C -0.112 0.212 -0.298
C 0.031 -1.164 0.096
C -0.743 -2.078 -0.611
O -1.535 -3.080 -0.089
H 1.980 2.694 0.018
H 0.588 3.284 1.082
H 0.288 2.795 -0.598
H 0.289 0.830 1.776
H -0.255 0.321 -1.351
H 0.337 -1.359 1.221
H -0.793 -2.131 -1.807
H -1.257 -3.985 -0.423
*
```


ORCA calculation (ωB97M-V/def2-TZVPD) on a 2-piece molecular cluster, H4O2 overall in a non-equilibrium geometry.

Properties
**Energy**: -4159.6928 eV
**HOMO energy**: -0.403 Eh
**Kohn-Sham gap**: 11.59 eV
**SMILES**: O.O

```
! RIJCOSX wB97M-V def2-TZVPD def2/J DEFGRID3
* xyz 0 1
H 0.104 -1.141 -1.303
H 1.548 -1.204 -0.695
H 0.012 0.944 0.973
H -1.478 0.904 0.483
O 0.754 -0.682 -0.739
O -0.940 1.178 1.280
*
```


ORCA calculation (ωB97M-V/def2-TZVPD) on one molecule with the formula C2H5BCl2S in a non-equilibrium geometry.

Properties
**Energy**: -38713.2887 eV
**HOMO energy**: -0.338 Eh
**Kohn-Sham gap**: 9.50 eV
**SMILES**: C[C@@H](S)B(Cl)Cl

```
! RIJCOSX wB97M-V def2-TZVPD def2/J DEFGRID3
* xyz 0 1
B 1.551 -0.005 -0.056
C -0.786 -0.417 0.917
C -0.112 0.040 -0.385
S -1.296 1.482 -1.018
Cl 2.346 1.218 0.817
Cl 2.378 -1.421 -0.535
H -1.841 -0.617 0.738
H -0.705 0.353 1.676
H -0.322 -1.330 1.287
H -0.305 -0.712 -1.152
H -0.908 1.410 -2.289
*
```


ORCA calculation (ωB97M-V/def2-TZVPD) on C25H46BaCl2N3O6Si as an isolated structure in a non-equilibrium geometry.

Properties
**Energy**: -77044.0337 eV
**HOMO energy (alpha / beta)**: -0.161 / 0.002 Eh
**Kohn-Sham gap (alpha / beta)**: 6.69 / 2.12 eV

```
! RIJCOSX wB97M-V def2-TZVPD def2/J DEFGRID3
* xyz -1 1
C -1.539 -0.199 -4.755
C -1.156 -1.248 -3.761
H -1.493 -0.596 -5.779
H -0.856 0.661 -4.692
H -2.561 0.163 -4.561
C -0.512 -2.376 -4.121
C 0.078 -2.633 -5.478
H -0.487 -3.237 -3.445
H 0.743 -1.828 -5.838
H -0.700 -2.789 -6.244
H 0.672 -3.557 -5.457
Ba 2.286 1.221 1.972
Cl 4.129 3.375 1.241
C -0.237 -1.664 2.465
O 0.412 -0.614 2.294
N 0.243 -2.754 3.084
C 1.661 -2.916 3.379
C -0.624 -3.857 3.469
H -1.283 -1.775 2.113
H 2.190 -1.958 3.315
H 2.114 -3.643 2.685
H 1.743 -3.331 4.392
H -1.668 -3.539 3.391
H -0.394 -4.148 4.501
H -0.463 -4.732 2.826
H 1.243 4.126 6.288
H -0.735 5.107 6.344
C 1.340 3.923 5.217
C -0.748 5.294 5.264
N 0.056 4.266 4.602
H 1.573 2.865 5.053
C -0.259 3.799 3.389
O 0.435 2.979 2.760
H -1.780 5.255 4.892
H -1.215 4.202 2.983
H 2.158 4.534 4.804
H -0.348 6.305 5.078
H 1.582 -0.157 -2.682
H 2.504 -3.167 -3.166
C 2.677 -0.263 -2.677
C 3.415 -2.651 -2.819
N 3.085 -1.490 -1.987
H 3.112 0.616 -2.191
C 3.263 -1.543 -0.645
O 3.089 -0.592 0.138
H 4.010 -3.360 -2.229
H 3.586 -2.542 -0.289
H 3.020 -0.336 -3.714
H 3.993 -2.330 -3.696
O -1.238 0.265 -1.850
C -1.621 -0.950 -2.307
C 0.080 -2.419 -1.097
C -1.262 -2.144 -1.353
H 0.833 -1.739 -1.500
C 0.443 -3.573 -0.391
H -2.732 -0.976 -2.411
C -2.234 -3.012 -0.880
H 1.505 -3.813 -0.278
C -0.540 -4.421 0.116
C -1.884 -4.133 -0.129
H -3.273 -2.835 -1.174
H -0.244 -5.316 0.672
H -2.657 -4.793 0.275
Si -0.289 2.997 -1.269
Cl 0.859 1.288 -0.327
C 1.028 4.373 -1.022
C -1.658 3.451 -0.102
C -0.673 2.809 -3.063
H 1.458 4.418 -0.007
H 0.560 5.348 -1.229
H 1.874 4.281 -1.721
H 0.160 2.418 -3.658
H -0.901 3.811 -3.455
H -1.565 2.192 -3.210
H -1.984 2.652 0.564
H -2.520 3.802 -0.685
H -1.334 4.302 0.514
C -3.048 1.197 2.879
O -2.346 0.538 1.192
C -3.023 -0.048 0.413
O -3.775 -0.607 -0.279
H -4.084 1.312 2.557
H -2.463 2.113 2.983
H -2.801 0.346 3.517
*
```